# C39H32Cl2FN2O19P

A 4-piece molecular cluster, C39H32Cl2FN2O19P overall at a distorted geometry (the ωB97M-V functional and the def2-TZVPD basis, OMol25).

```
96
Properties=species:S:1:pos:R:3:forces:R:3
C -0.115 0.087 0.934 -0.24 0.05 0.88
C -0.689 -0.029 2.319 -0.04 0.01 -0.44
Cl 0.440 -0.466 3.539 0.06 0.08 0.23
C -1.962 0.206 2.612 0.50 -0.38 0.52
Cl -2.567 0.034 4.223 -0.25 0.01 -0.05
C -2.967 0.624 1.636 0.12 0.64 0.07
C -3.013 1.857 1.123 -0.41 -0.06 -0.22
C -2.042 2.924 1.496 0.13 0.13 -0.80
O -1.765 3.185 2.622 0.43 -0.16 0.61
N -1.464 3.614 0.364 -0.14 -0.19 0.36
C -0.257 4.266 0.668 -0.24 0.02 0.15
O -0.096 5.327 1.136 0.01 1.00 0.15
F 0.770 3.511 0.320 0.49 -0.63 -0.06
C -4.092 2.214 0.142 -0.29 -0.55 0.31
O -3.895 3.019 -0.732 -0.10 0.71 -0.24
C -5.393 1.514 0.354 -0.29 0.40 -0.11
C -5.323 0.229 0.882 -0.68 0.22 -0.21
C -6.478 -0.492 1.106 -0.05 0.14 -0.11
C -7.739 0.042 0.838 0.34 -0.07 0.12
C -8.909 -0.861 1.132 -0.40 0.05 -0.08
C -9.914 -0.362 2.182 0.11 0.05 0.29
O -9.317 0.514 3.139 0.08 -0.01 -0.06
C -7.816 1.348 0.311 0.51 0.26 0.05
P -9.461 1.994 -0.108 -0.63 -0.66 -0.44
O -10.387 1.001 -0.694 0.00 -0.20 0.02
C -6.642 2.100 0.061 -0.18 -0.57 0.05
C -6.712 3.488 -0.516 0.40 -0.11 0.00
C -6.430 3.531 -2.018 0.05 0.63 0.01
O -6.242 2.550 -2.659 0.03 -0.74 -0.30
N -6.409 4.833 -2.639 -0.38 0.26 0.60
C -5.302 5.643 -2.131 0.16 -0.43 0.04
C -7.696 5.541 -2.466 0.39 -0.31 -0.17
C -4.004 -0.356 1.203 -0.08 0.18 0.14
O -3.774 -1.530 1.141 0.11 -0.62 0.11
H 0.275 1.094 0.821 0.11 0.12 -0.33
H -0.906 -0.126 0.228 0.11 0.03 -0.41
H 0.701 -0.616 0.849 0.08 -0.15 -0.31
H -2.137 4.292 0.019 -0.12 -0.22 -0.32
H -6.396 -1.486 1.515 0.01 -0.13 0.03
H -9.447 -1.039 0.205 -0.15 0.02 -0.12
H -8.545 -1.828 1.461 0.35 -0.06 0.04
H -10.278 -1.211 2.753 -0.05 -0.23 -0.06
H -10.785 0.081 1.712 -0.08 0.30 -0.16
H -9.662 1.400 3.024 -0.05 0.07 0.02
H -9.306 3.087 -0.974 0.24 0.13 0.24
H -10.008 2.554 1.069 0.35 0.28 0.06
H -7.665 3.968 -0.356 -0.19 0.09 0.25
H -5.979 4.117 -0.019 0.10 0.15 -0.02
H -4.397 5.046 -2.158 0.19 0.03 -0.16
H -5.443 5.955 -1.089 -0.12 0.16 0.09
H -5.170 6.528 -2.742 -0.04 0.11 -0.16
H -8.481 4.855 -2.157 -0.15 -0.13 -0.12
H -7.991 5.971 -3.416 -0.09 0.20 -0.06
H -7.624 6.318 -1.706 -0.04 0.19 0.10
O 0.848 -3.112 1.181 0.02 0.06 0.16
C 1.954 -3.616 1.116 0.00 -0.09 -0.37
C 2.510 -4.191 -0.097 -0.11 0.08 0.01
C 3.734 -4.739 -0.077 -0.30 0.10 -0.29
O 4.295 -5.274 -1.155 0.18 -0.04 0.19
C 4.562 -4.780 1.176 0.06 0.15 0.44
O 5.659 -5.304 1.123 0.01 -0.08 -0.29
C 4.016 -4.185 2.382 0.17 -0.06 -0.03
C 2.794 -3.636 2.364 0.20 -0.03 0.27
O 2.243 -3.075 3.431 -0.15 -0.09 -0.19
H 1.906 -4.156 -0.993 0.01 -0.02 -0.01
H 5.172 -5.596 -0.873 0.03 -0.01 0.01
H 4.628 -4.203 3.272 -0.02 0.00 0.02
H 1.359 -2.756 3.155 0.02 0.05 0.03
O 7.328 -1.523 -4.017 -0.05 0.07 -0.17
C 6.457 -1.211 -3.225 0.16 -0.08 0.37
C 6.592 -1.318 -1.784 0.08 -0.02 -0.14
C 5.572 -0.958 -0.993 0.37 -0.15 0.00
O 5.652 -1.035 0.333 -0.35 0.08 0.01
C 4.272 -0.449 -1.552 -0.24 0.14 -0.31
O 3.380 -0.156 -0.775 0.15 -0.12 0.26
C 4.146 -0.323 -2.994 -0.08 0.02 0.11
C 5.167 -0.676 -3.785 -0.28 0.10 -0.11
O 5.126 -0.588 -5.109 0.12 -0.05 0.04
H 7.528 -1.690 -1.394 -0.07 -0.01 0.03
H 4.796 -0.724 0.682 0.00 0.02 -0.01
H 3.215 0.060 -3.386 0.00 -0.01 -0.02
H 5.990 -0.911 -5.428 0.03 -0.02 0.00
O 9.448 -2.566 -1.261 0.07 0.01 -0.12
C 10.536 -2.722 -0.736 -0.05 -0.16 0.37
C 10.726 -3.250 0.600 -0.18 0.03 -0.08
C 11.967 -3.368 1.093 -0.25 -0.07 0.13
O 12.225 -3.842 2.303 0.12 0.04 -0.07
C 13.181 -2.965 0.298 0.10 0.16 -0.40
O 14.268 -3.090 0.829 -0.04 -0.09 0.18
C 12.988 -2.457 -1.048 0.15 -0.03 0.10
C 11.748 -2.342 -1.542 0.25 0.08 -0.19
O 11.490 -1.889 -2.761 -0.13 -0.04 0.11
H 9.847 -3.534 1.162 0.02 0.00 0.02
H 13.197 -3.815 2.403 0.03 0.01 0.00
H 13.867 -2.185 -1.616 -0.01 0.01 -0.02
H 10.517 -1.907 -2.865 -0.02 0.00 -0.02
```
Positions in Å, forces in eV/Å.

## Properties
- LUMO level: -1.85 eV
- E_tot: -119893.275 eV
- M: 953.56 g mol⁻¹
- Frontier orbital gap: 7.633 eV

---

# C39H32Cl3N2O7Rb

C39H32Cl3N2O7Rb as an isolated structure at a distorted geometry (the ωB97M-V functional and the def2-TZVPD basis, OMol25).

```
84
Properties=species:S:1:pos:R:3:forces:R:3
Rb -1.738 -1.325 -2.140 -0.30 0.01 0.58
O -1.277 1.643 1.932 -0.18 0.21 0.87
C -2.673 1.862 1.728 1.19 0.76 -0.77
C -3.040 1.155 0.368 -1.52 -0.26 -0.30
O -4.203 0.697 0.255 1.20 0.55 0.02
O -2.112 1.188 -0.480 -0.09 -0.22 0.14
C -2.889 3.415 1.539 0.98 1.39 1.19
C -3.851 3.999 0.749 -1.14 0.63 -1.15
C -4.046 5.414 0.536 2.43 -2.37 1.74
C -3.189 6.217 1.280 -1.12 1.27 -0.22
C -2.266 5.720 2.208 -0.42 -0.67 -0.30
C -2.055 4.347 2.271 -0.81 -1.19 -0.57
C -3.417 1.278 2.883 -1.74 -0.84 1.52
C -2.967 0.205 3.693 1.11 1.11 -1.28
C -3.782 -0.385 4.609 -1.24 -0.48 1.77
C -5.069 0.088 4.893 1.14 1.42 -1.67
C -5.520 1.227 4.195 0.65 -1.76 0.21
C -4.737 1.716 3.170 1.24 0.64 -0.68
H -0.895 1.452 1.067 -0.29 0.07 -0.42
H -4.509 3.338 0.210 -0.19 -0.28 -0.21
H -4.742 5.757 -0.189 -0.45 0.34 -0.30
H -3.314 7.308 1.192 0.17 -0.45 0.11
H -1.832 6.437 2.905 0.46 -0.34 -0.33
H -1.272 3.867 2.837 0.11 0.30 0.42
H -1.945 -0.158 3.649 -0.10 0.12 -0.46
H -3.415 -1.196 5.251 0.03 0.17 -0.52
H -5.665 -0.397 5.601 -0.82 -0.56 1.06
H -6.499 1.605 4.401 -0.44 0.35 -0.06
H -5.082 2.524 2.540 -0.32 0.10 0.12
Cl -2.270 -8.528 2.023 -0.02 -1.24 0.23
C -2.412 -6.977 1.329 0.30 -0.07 -1.28
C -2.648 -5.927 2.130 -0.34 2.41 2.43
C -2.559 -4.605 1.668 0.15 -1.31 -0.43
Cl -3.089 -3.218 2.533 0.07 -0.04 0.64
C -2.088 -4.334 0.354 0.08 1.95 -1.37
O -1.816 -3.150 -0.053 -0.25 -1.08 0.28
C -2.084 -5.456 -0.546 -0.56 -0.67 3.27
Cl -2.122 -5.181 -2.200 0.31 0.18 -1.43
C -2.221 -6.735 -0.009 0.68 -0.08 -2.49
H -2.829 -6.135 3.195 -0.13 0.36 -0.47
H -2.103 -7.496 -0.780 -0.18 -0.42 0.56
C 3.462 -0.916 -4.140 -0.47 0.52 1.15
C 1.917 -0.874 -4.087 0.78 0.87 -0.29
O 1.431 -1.094 -2.967 0.05 -0.09 -1.65
C 1.279 -0.451 -5.346 -0.64 -1.03 -0.01
C 2.056 -0.310 -6.541 -3.64 0.33 -0.29
C 1.417 -0.122 -7.803 2.55 -0.19 1.62
C 0.054 -0.257 -7.917 -1.03 -1.02 2.26
C -0.713 -0.542 -6.769 -0.22 1.35 -1.28
C -0.200 -0.473 -5.415 1.08 0.02 -1.38
O -0.949 -0.467 -4.430 -0.25 0.01 0.11
H 3.767 -1.907 -3.841 0.26 -0.25 0.34
H 3.672 -0.174 -3.345 0.52 -0.52 -0.26
H 3.998 -0.639 -5.038 -0.16 0.02 0.06
H 3.089 -0.362 -6.427 1.37 0.17 -0.45
H 2.060 0.067 -8.647 -0.01 -0.04 -0.32
H -0.395 -0.281 -8.885 -0.42 0.25 -0.50
H -1.806 -0.511 -6.885 0.40 -0.39 0.20
C 3.415 -1.319 -0.127 -0.27 0.31 2.39
N 2.967 0.028 0.397 1.34 -1.50 -0.40
N 3.910 1.067 0.423 0.88 -1.51 1.19
C 3.227 2.302 0.326 -0.27 0.42 -0.77
O 3.771 3.397 0.390 -0.02 -0.45 0.37
C 1.866 1.904 0.024 0.37 1.82 -0.14
C 1.793 0.571 0.048 -0.85 -0.57 0.39
C 0.626 -0.266 -0.189 -1.48 -0.51 0.74
C 4.954 0.746 1.368 0.45 0.76 -0.32
C 6.260 1.039 0.984 1.12 0.28 0.11
C 7.340 0.771 1.909 -1.39 0.04 -1.56
C 7.085 0.106 3.086 -2.00 0.99 -0.58
C 5.752 -0.186 3.455 1.12 0.05 -1.22
C 4.705 0.133 2.623 -0.45 -0.12 -0.29
H 4.446 -1.316 -0.434 0.37 0.55 -0.35
H 2.773 -1.591 -0.936 -0.32 -0.39 -0.45
H 3.406 -2.065 0.732 -0.40 0.79 -1.09
H 1.091 2.606 -0.250 -0.02 -0.17 0.21
H -0.203 0.361 -0.469 -0.25 0.37 -0.22
H 0.215 -0.868 0.656 0.78 0.46 -0.15
H 0.778 -0.942 -0.989 0.37 -0.65 -0.71
H 6.450 1.495 -0.050 -0.33 -0.69 1.81
H 8.347 1.031 1.618 0.09 0.06 0.04
H 7.823 -0.016 3.807 1.47 -0.55 0.98
H 5.605 -0.776 4.326 -0.36 -0.12 0.80
H 3.701 -0.158 2.959 0.27 0.34 -0.53
```
Positions in Å, forces in eV/Å.

## Properties
- LUMO level: 3.78 eV
- E_tot: -96499.662 eV
- ΔE to the lowest compared entry with this formula, charge and spin: 31.7 kcal per mole
- M: 832.52 g mol⁻¹
- Frontier orbital gap: 6.329 eV
- Total charge: -2